Formula: C35H39N4STeTi
Source: OMol25
Level of theory: ωB97M-V/def2-TZVPD

Properties
highest occupied orbital energy (alpha / beta): -0.230 / -0.231 Eh
<S²>: 0.756
calculated total energy: -84135.57072 eV
ΔE to the lowest compared entry with this formula, charge and spin: 0.2340 eV
E_LUMO (alpha / beta): -0.319 / -0.359 eV
gap between HOMO and LUMO (alpha / beta): 5.9445 / 5.9395 eV

The geometry in ORCA input format:
```
! wB97M-V def2-TZVPD RIJCOSX def2/J DEFGRID3
* xyz 0 2
Ti 0.027 -0.889 -0.305
C -0.349 1.367 -2.643
N -0.224 1.210 -1.178
C -1.451 1.798 -0.555
C 0.991 1.890 -0.716
C 1.054 3.268 -0.629
C 2.188 3.902 -0.140
C 3.249 3.127 0.294
C 3.189 1.744 0.221
C 2.081 1.098 -0.320
N 1.906 -0.296 -0.384
C 2.943 -1.240 -0.301
C 4.277 -1.005 -0.649
C 5.218 -2.026 -0.604
C 4.852 -3.311 -0.227
C 3.521 -3.562 0.073
C 2.580 -2.549 0.018
N 1.159 -2.823 0.292
C 0.682 -3.957 -0.541
C 0.995 -3.214 1.724
H -0.435 2.427 -2.895
H 0.532 0.962 -3.133
H -1.240 0.844 -2.989
H -1.667 2.772 -0.998
H -2.287 1.128 -0.743
H -1.302 1.901 0.515
H 0.200 3.861 -0.934
H 2.223 4.981 -0.074
H 4.124 3.595 0.730
H 3.997 1.157 0.632
H 4.576 -0.022 -0.983
H 6.245 -1.811 -0.873
H 5.585 -4.105 -0.177
H 3.210 -4.563 0.346
H 1.136 -4.893 -0.212
H -0.400 -4.030 -0.435
H 0.940 -3.788 -1.583
H 1.407 -4.215 1.873
H 1.524 -2.508 2.357
H -0.061 -3.199 1.977
C 1.472 -1.514 -3.334
C 0.012 -1.859 -3.323
C -0.523 -2.326 -4.559
C -1.815 -2.701 -4.632
C -2.618 -2.665 -3.470
C -3.965 -3.101 -3.497
C -4.687 -3.099 -2.346
C -4.092 -2.666 -1.138
C -2.795 -2.224 -1.068
S -2.097 -1.693 0.466
C -2.035 -2.211 -2.277
N -0.709 -1.768 -2.231
H 1.707 -0.949 -4.238
H 2.061 -2.435 -3.367
H 1.788 -0.938 -2.467
H 0.130 -2.363 -5.421
H -2.244 -3.048 -5.566
H -4.390 -3.438 -4.435
H -5.715 -3.437 -2.346
H -4.669 -2.679 -0.222
C -2.870 5.334 4.582
C -2.183 4.121 4.005
C -2.905 3.074 3.457
C -2.294 1.927 2.943
C -3.178 0.846 2.396
C -0.891 1.823 2.973
Te 0.174 0.066 2.422
C -0.140 2.888 3.516
C 1.366 2.865 3.603
C -0.802 4.007 4.020
H -3.946 5.296 4.409
H -2.492 6.258 4.138
H -2.710 5.408 5.660
H -3.990 3.138 3.430
H -4.230 1.114 2.508
H -2.998 -0.106 2.901
H -2.984 0.658 1.343
H 1.808 2.413 2.717
H 1.705 2.270 4.457
H 1.756 3.879 3.720
H -0.208 4.816 4.437
*
```